A structure of composition C33H57Cl2NO2P2Ru, computed with ωB97M-V/def2-TZVPD.

DFT total energy = -3194.6944 Eh
2S+1 = 5
<S²> = 6.0508
HOMO level (spin up / spin down) = -4.43 / -7.93 eV
Net charge = 0
Kohn-Sham gap (spin up / spin down) = 4.240 / 5.281 eV

Atoms and positions in Å:
Ru -0.704 -0.905 -1.153
Cl -2.670 -1.788 -2.323
P -0.412 -3.127 -0.366
C -0.691 -4.440 -1.697
C 1.202 -3.642 0.416
C -1.803 -3.485 0.839
C -0.219 -4.035 -3.087
H -1.780 -4.496 -1.735
C -0.141 -5.822 -1.356
H 0.927 -5.886 -1.551
H -0.626 -6.562 -1.993
H -0.309 -6.124 -0.327
H -0.933 -3.382 -3.573
H -0.110 -4.930 -3.701
H 0.746 -3.533 -3.065
H -2.657 -3.347 0.173
C -1.927 -2.456 1.957
C -1.859 -4.895 1.406
H -2.200 -5.624 0.677
H -2.561 -4.921 2.240
H -0.892 -5.220 1.791
H -1.388 -1.538 1.736
H -1.565 -2.842 2.906
H -2.977 -2.198 2.093
C 2.359 -3.366 -0.538
H 1.118 -4.722 0.540
C 1.454 -3.040 1.792
H 2.363 -4.035 -1.394
H 3.304 -3.506 -0.011
H 2.327 -2.347 -0.908
H 1.237 -1.979 1.820
H 2.506 -3.170 2.050
H 0.871 -3.535 2.563
Cl 1.159 -0.070 -0.052
H -0.093 -1.390 -2.583
P -1.302 1.180 -2.121
C -3.142 1.582 -1.965
C -0.465 2.750 -1.558
C -1.088 1.019 -3.977
C -3.784 1.098 -0.671
H -3.573 0.990 -2.774
C -3.497 3.049 -2.191
H -3.307 3.647 -1.302
H -4.564 3.126 -2.403
H -2.971 3.510 -3.020
H -3.943 0.027 -0.683
H -4.756 1.580 -0.555
H -3.188 1.347 0.204
H -1.803 0.217 -4.171
C 0.288 0.516 -4.396
C -1.486 2.227 -4.811
H -2.561 2.375 -4.848
H -1.148 2.082 -5.838
H -1.024 3.146 -4.451
H 0.878 0.170 -3.552
H 0.858 1.279 -4.918
H 0.170 -0.324 -5.082
C -0.643 2.929 -0.054
H -1.010 3.550 -2.059
C 0.997 2.865 -1.968
H -1.608 3.356 0.203
H 0.124 3.605 0.323
H -0.545 1.982 0.466
H 1.579 2.004 -1.659
H 1.431 3.746 -1.493
H 1.107 2.991 -3.041
C 2.317 5.657 1.505
C 2.760 4.244 1.226
C 3.719 4.059 0.217
C 4.185 2.793 -0.088
C 3.697 1.694 0.600
C 2.711 1.816 1.606
N 2.307 0.577 2.227
C 1.302 0.262 3.196
C 1.895 -0.167 4.402
C 1.157 -0.528 5.508
C -0.216 -0.480 5.451
C -0.857 -0.090 4.280
C -0.172 0.277 3.080
C -1.238 0.577 1.966
O -2.302 1.204 2.426
O -1.405 0.123 0.645
C 2.240 3.117 1.942
C 1.237 3.306 3.050
H 1.225 5.749 1.332
H 2.564 5.928 2.551
H 2.824 6.389 0.840
H 4.118 4.899 -0.337
H 4.929 2.660 -0.865
H 4.086 0.719 0.328
H 3.005 -0.177 2.116
H 2.977 -0.208 4.490
H 1.658 -0.844 6.416
H -0.795 -0.763 6.320
H -1.938 -0.118 4.327
H 0.291 2.804 2.789
H 1.650 2.892 3.992
H 0.984 4.364 3.243

A structure of composition C33H57ClN2O2ScSi, computed with ωB97M-V/def2-TZVPD.

DFT total energy = -3061.9215 Eh
HOMO level = -10.54 eV
Net charge = +1
Kohn-Sham gap = 7.319 eV

Atoms and positions in Å:
O 1.004 -2.269 -0.021
O -2.433 -2.392 -5.204
C 2.221 -2.433 -0.837
C 3.119 -3.429 -0.181
H 2.710 -1.471 -1.018
H 1.831 -2.749 -1.807
H 3.544 -3.030 0.739
H 3.986 -3.655 -0.791
H 2.581 -4.349 0.054
C -0.111 -3.224 -0.414
C 0.027 -4.024 -1.701
H -0.986 -2.577 -0.447
H -0.176 -3.916 0.419
H -0.136 -3.401 -2.581
H -0.739 -4.805 -1.780
H 0.939 -4.613 -1.851
C -3.116 -1.978 -4.020
C -1.506 -1.414 -5.678
C -3.923 -3.119 -3.399
H -3.822 -1.151 -4.234
H -2.387 -1.607 -3.271
H -4.436 -3.721 -4.156
H -4.693 -2.689 -2.746
H -3.289 -3.775 -2.787
C -0.822 -1.846 -6.967
H -0.698 -1.285 -4.934
H -1.992 -0.432 -5.854
H -0.191 -2.732 -6.801
H -0.180 -1.025 -7.301
H -1.565 -2.039 -7.747
H -0.351 0.704 -1.262
N 1.647 0.858 2.119
C 1.551 2.143 2.496
C 0.400 2.906 2.296
C -0.903 2.414 2.072
C 2.700 2.835 3.183
H 3.610 2.833 2.567
H 2.912 2.388 4.165
H 2.404 3.879 3.359
C -2.018 3.449 2.184
H -2.574 3.332 3.131
H -2.738 3.348 1.360
H -1.633 4.481 2.166
N -1.174 1.113 1.897
C 2.866 0.140 2.412
C 3.939 0.174 1.470
C 3.897 1.046 0.243
C 5.039 -0.633 1.745
H 5.883 -0.678 1.036
C 5.088 -1.383 2.926
H 5.953 -2.034 3.117
C 4.076 -1.289 3.898
H 4.180 -1.840 4.837
C 2.956 -0.489 3.681
C 1.888 -0.302 4.735
C -2.482 0.714 2.276
C -3.489 0.522 1.291
C -3.183 0.777 -0.156
C -4.777 0.178 1.691
H -5.559 0.033 0.932
C -5.090 0.030 3.049
H -6.101 -0.249 3.356
C -4.113 0.274 4.014
H -4.372 0.199 5.085
C -2.811 0.613 3.658
C -1.804 0.915 4.731
Sc 0.546 -0.769 1.336
H 3.394 0.555 -0.609
H 4.919 1.287 -0.110
H 3.388 2.000 0.432
H 1.634 0.754 4.928
H 2.219 -0.717 5.701
H 0.954 -0.838 4.494
H -4.103 0.767 -0.761
H -2.504 0.013 -0.558
H -2.707 1.754 -0.298
H -0.917 0.273 4.659
H -2.260 0.734 5.715
H -1.487 1.968 4.733
H 0.506 3.978 2.452
C 0.254 0.497 -2.167
Si 0.388 2.381 -2.343
H 1.208 -0.037 -1.936
H -0.188 -0.095 -2.995
C 1.680 2.350 -3.658
C 0.925 3.552 -0.971
C -1.402 2.697 -2.760
H -1.932 1.756 -2.970
H -1.366 3.291 -3.679
H -1.958 3.224 -1.974
H 2.616 1.956 -3.234
H 1.803 3.372 -4.031
H 1.309 1.659 -4.427
H 1.764 3.215 -0.350
H 0.127 3.847 -0.276
H 1.270 4.458 -1.490
Cl -0.657 -2.137 2.703

A structure of composition C33H57N4OP2Sn, computed with ωB97M-V/def2-TZVPD.

DFT total energy = -2482.0082 Eh
HOMO level (spin up / spin down) = -16.48 / -15.59 eV
Net charge = +3
Kohn-Sham gap (spin up / spin down) = 6.373 / 5.390 eV

Atoms and positions in Å:
C -0.585 -2.313 -1.383
C 1.643 -2.264 -0.545
C -0.331 -3.490 -2.083
C 1.872 -3.542 -1.127
C 0.900 -4.130 -1.912
H -1.122 -3.885 -2.718
H 2.850 -3.984 -0.964
H 1.083 -5.087 -2.394
N 0.373 -1.720 -0.647
P -2.515 -0.736 0.000
P 2.637 0.213 0.377
C -1.949 -1.634 -1.507
H -1.929 -0.910 -2.338
H -2.710 -2.387 -1.765
C -0.258 2.582 2.238
O -0.206 3.681 2.542
C 2.677 -1.531 0.088
H 3.610 -2.068 0.275
C 3.386 1.041 -1.191
C 3.764 0.574 1.875
C -3.748 0.653 -0.497
C -3.270 -2.135 1.035
C 2.923 2.507 -1.209
H 3.257 3.062 -0.324
H 3.356 2.998 -2.094
H 1.830 2.578 -1.276
C 4.918 0.949 -1.219
H 5.408 1.515 -0.418
H 5.264 -0.093 -1.191
H 5.262 1.383 -2.170
C 2.854 0.316 -2.436
H 3.255 0.814 -3.334
H 3.184 -0.732 -2.460
H 1.760 0.349 -2.487
C 4.034 2.087 1.946
H 3.100 2.665 1.928
H 4.542 2.305 2.898
H 4.689 2.440 1.141
C 3.031 0.146 3.150
H 2.073 0.666 3.269
H 2.853 -0.935 3.164
H 3.652 0.391 4.025
C 5.067 -0.228 1.816
H 5.704 0.033 0.966
H 5.636 -0.005 2.732
H 4.880 -1.307 1.795
C -3.591 -1.551 2.419
H -3.976 -2.362 3.053
H -2.691 -1.147 2.903
H -4.348 -0.758 2.385
C -2.231 -3.254 1.192
H -2.092 -3.830 0.266
H -1.262 -2.861 1.518
H -2.582 -3.949 1.972
C -4.520 -2.738 0.373
H -4.732 -3.698 0.865
H -5.408 -2.112 0.499
H -4.379 -2.946 -0.696
C -3.720 0.893 -2.014
H -4.072 0.018 -2.581
H -4.398 1.731 -2.247
H -2.719 1.171 -2.362
C -3.265 1.922 0.234
H -2.265 2.226 -0.104
H -3.965 2.742 0.016
H -3.239 1.779 1.324
C -5.197 0.348 -0.099
H -5.605 -0.499 -0.666
H -5.318 0.171 0.976
H -5.810 1.227 -0.354
Sn -0.049 0.029 0.700
N -0.343 1.338 -1.725
C -0.355 1.988 -2.697
C -0.378 2.849 -3.911
C 0.762 2.418 -4.836
C -1.723 2.676 -4.623
C -0.196 4.305 -3.475
H 1.736 2.542 -4.342
H 0.645 1.365 -5.127
H 0.769 3.022 -5.752
H -2.548 3.008 -3.980
H -1.755 3.272 -5.544
H -1.886 1.625 -4.896
H -0.218 4.979 -4.340
H -1.003 4.606 -2.793
H 0.766 4.441 -2.963
C -0.621 -0.929 6.163
N -0.245 -1.347 4.822
C 0.403 -2.534 4.473
C 0.594 -2.490 3.127
N 0.064 -1.295 2.632
C -0.432 -0.633 3.698
H -1.378 -1.597 6.594
H 0.252 -0.936 6.830
H -1.031 0.086 6.127
H 0.670 -3.281 5.200
H 1.062 -3.226 2.488
H -0.886 0.360 3.703

A structure of composition C33H57NP2Y, computed with ωB97M-V/def2-TZVPD.

DFT total energy = -2066.9404 Eh
HOMO level (spin up / spin down) = -9.27 / -9.46 eV
Net charge = +1
Kohn-Sham gap (spin up / spin down) = 4.768 / 4.916 eV

Atoms and positions in Å:
Y -0.692 -0.215 -2.604
C -2.076 1.957 -0.482
C -2.670 1.083 -1.434
C -2.087 -0.158 0.421
C -1.751 1.194 0.675
C -2.685 -0.234 -0.868
C -1.943 3.424 -0.641
H -1.767 3.699 -1.691
H -1.108 3.820 -0.048
H -2.859 3.951 -0.321
C -1.259 1.660 1.981
H -0.831 2.667 1.923
H -0.429 0.921 2.464
H -2.081 1.691 2.718
C -1.887 -1.251 1.396
H -2.723 -1.340 2.110
H -0.994 -1.049 2.002
H -1.751 -2.222 0.904
C -3.202 -1.456 -1.564
H -4.280 -1.357 -1.774
H -3.065 -2.350 -0.942
H -2.720 -1.663 -2.557
C -3.257 1.472 -2.757
H -4.253 1.932 -2.637
H -3.412 0.605 -3.420
H -2.646 2.216 -3.292
C 1.259 0.800 -3.174
C 0.203 1.665 -3.488
C -0.223 1.918 -4.922
C -1.076 0.803 -5.598
C -1.244 -0.497 -4.828
C -0.179 -1.346 -4.568
C 1.236 -1.033 -5.041
C 2.018 0.065 -4.255
H 0.652 2.089 -5.566
H -0.646 0.610 -6.599
H -0.808 2.846 -4.957
H 2.403 0.775 -5.004
H 1.741 0.812 -2.185
H -0.164 2.397 -2.756
H 2.902 -0.413 -3.805
H 1.825 -1.964 -4.994
H -0.330 -2.405 -4.343
H 1.244 -0.769 -6.115
H -2.081 1.207 -5.808
H -2.277 -0.866 -4.792
P 2.173 2.512 0.454
C 2.033 3.347 2.089
H 2.994 3.826 2.329
H 1.778 2.613 2.865
H 1.233 4.096 2.061
C 3.963 2.103 0.595
H 4.506 3.016 0.884
H 4.326 1.735 -0.371
H 4.118 1.314 1.343
C 2.360 4.024 -0.580
H 2.603 3.732 -1.609
H 3.162 4.652 -0.164
H 1.410 4.576 -0.596
P 1.018 -2.563 -0.763
C 0.110 -4.042 -1.356
H 0.811 -4.870 -1.508
H -0.395 -3.810 -2.301
H -0.655 -4.323 -0.622
C 2.630 -2.856 -1.582
H 2.546 -2.672 -2.662
H 2.958 -3.889 -1.403
H 3.368 -2.153 -1.173
C 1.421 -3.150 0.926
H 1.520 -4.248 0.945
H 0.620 -2.855 1.622
H 2.351 -2.692 1.289
C -3.183 -1.285 5.310
N -1.782 -1.343 4.974
C -1.160 -2.636 4.950
C -1.002 -0.154 5.167
C 0.382 -0.207 4.548
C 1.454 -0.672 5.341
C 2.698 -0.908 4.765
C 2.862 -0.692 3.395
C 1.786 -0.196 2.627
C 0.585 0.154 3.229
H -3.795 -1.304 4.393
H -3.470 -2.153 5.919
H -3.412 -0.356 5.852
H -0.802 -2.884 3.937
H -0.304 -2.707 5.636
H -1.912 -3.385 5.228
H -1.578 0.691 4.740
H -0.894 0.045 6.261
H 1.283 -0.856 6.410
H 3.524 -1.273 5.376
H 3.823 -0.907 2.924
H 1.912 -0.089 1.546

A cluster of 8 separate species, C33H58BFN8S in total, computed with ωB97M-V/def2-TZVPD.

DFT total energy = -2253.1509 Eh
HOMO level = -9.60 eV
Net charge = 0
Kohn-Sham gap = 9.721 eV
SMILES string = CCB(N=C=S)[C@H](C)F.CCCC#N.CCCC#N.CCCC#N.CCCC#N.CCCC#N.CCCC#N.CCCC#N

Atoms and positions in Å:
C 4.961 2.687 -5.878
C 4.133 2.170 -7.081
B 2.830 1.489 -6.598
N 2.747 0.017 -6.577
C 3.053 -0.613 -5.593
S 3.467 -1.457 -4.348
C 1.544 2.247 -6.111
C 0.252 1.651 -6.679
F 1.619 3.612 -6.456
H 4.839 2.099 -4.973
H 4.755 3.737 -5.699
H 6.015 2.634 -6.138
H 4.721 1.438 -7.630
H 3.900 3.006 -7.738
H 1.478 2.199 -5.021
H -0.450 2.452 -6.892
H -0.202 0.980 -5.955
H 0.412 1.080 -7.589
C 4.918 -3.589 0.754
C 3.398 -3.485 0.714
C 2.888 -2.486 -0.328
C 3.282 -1.108 -0.040
N 3.584 -0.025 0.189
H 5.374 -2.640 1.040
H 5.230 -4.338 1.481
H 5.318 -3.878 -0.219
H 3.018 -3.207 1.698
H 2.972 -4.460 0.477
H 1.798 -2.525 -0.365
H 3.250 -2.757 -1.321
C -1.261 -2.138 -1.270
C -2.445 -2.824 -0.599
C -2.302 -2.911 0.923
C -1.168 -3.728 1.344
N -0.273 -4.353 1.697
H -0.339 -2.701 -1.111
H -1.419 -2.062 -2.346
H -1.116 -1.129 -0.879
H -2.574 -3.826 -1.010
H -3.360 -2.272 -0.818
H -3.212 -3.332 1.354
H -2.181 -1.914 1.350
C -4.576 2.206 2.091
C -3.882 1.622 3.316
C -3.412 0.182 3.099
C -4.518 -0.752 2.882
N -5.364 -1.508 2.707
H -5.482 1.652 1.842
H -4.861 3.243 2.269
H -3.915 2.183 1.222
H -4.554 1.661 4.176
H -3.010 2.223 3.566
H -2.845 -0.163 3.964
H -2.738 0.126 2.244
C -2.771 -6.470 3.771
C -3.997 -5.698 4.245
C -5.313 -6.360 3.830
C -5.466 -6.396 2.376
N -5.578 -6.432 1.235
H -2.733 -6.513 2.682
H -1.859 -5.980 4.112
H -2.770 -7.492 4.154
H -3.962 -4.679 3.851
H -3.978 -5.620 5.330
H -6.159 -5.816 4.253
H -5.364 -7.378 4.219
C -3.264 -2.034 6.866
C -2.628 -2.451 8.188
C -2.075 -3.879 8.153
C -3.129 -4.871 7.954
N -3.959 -5.639 7.764
H -4.123 -2.661 6.622
H -3.611 -1.002 6.916
H -2.545 -2.109 6.047
H -3.358 -2.361 8.994
H -1.806 -1.775 8.428
H -1.556 -4.111 9.084
H -1.344 -3.979 7.348
C 5.184 7.552 -8.190
C 3.990 6.890 -7.512
C 3.775 7.378 -6.075
C 4.894 7.027 -5.203
N 5.777 6.714 -4.540
H 6.114 7.316 -7.671
H 5.280 7.206 -9.218
H 5.072 8.637 -8.209
H 4.118 5.806 -7.511
H 3.083 7.100 -8.080
H 2.867 6.936 -5.663
H 3.639 8.461 -6.058
C 0.488 5.187 2.840
C 1.111 4.346 1.731
C 0.146 3.297 1.169
C -0.232 2.304 2.171
N -0.524 1.519 2.955
H 0.214 4.571 3.698
H 1.190 5.944 3.186
H -0.410 5.698 2.488
H 2.010 3.852 2.101
H 1.420 4.994 0.910
H 0.606 2.775 0.328
H -0.759 3.777 0.792